No. 1
Computed, not measured: a structure of composition C24H40BN7O2RuS3, with wB97M-V/def2-TZVPD.

As for the electronic energy: -75818.753 eV. The calculation puts the HOMO energy at -13.728 eV. Its charge is +2. Its orbital gap is 6.06 eV. The value obtained for the energy above the lowest of the compared OMol25 structures with the same formula, charge and spin is 0.9 kcal/mol.

Each line ends with the Mulliken charge.
Positions of all 78 atoms, in Å:
Ru (-0.80617, -0.80533, -0.60089)  0.636
C (0.76788, -4.14701, 1.47687)  -1.404
C (1.05808, -3.51485, 2.83560)  1.117
C (2.20652, -4.26354, 3.50350)  -2.186
C (-0.15392, -3.53119, 3.76518)  -1.480
N (1.49752, -2.07897, 2.61953)  0.500
C (2.73863, -1.57753, 2.92491)  -0.179
C (2.75434, -0.27311, 2.55769)  -1.273
N (1.53102, 0.03413, 2.02060)  0.088
B (1.35090, 1.42775, 1.32757)  1.102
N (2.06344, 1.47107, -0.03135)  0.390
C (2.75584, 2.60196, -0.41680)  -1.146
C (3.28765, 2.36493, -1.63086)  -0.377
N (2.92153, 1.08550, -2.00446)  0.414
C (2.16817, 0.56348, -1.01869)  -0.158
S (1.47847, -1.03796, -1.00370)  0.001
C (3.31132, 0.43934, -3.31643)  1.052
C (4.09758, -0.83808, -3.03206)  -1.499
C (2.04728, 0.18392, -4.13422)  -1.419
C (4.20750, 1.40647, -4.08551)  -2.134
N (-0.14392, 1.92516, 1.27368)  0.225
C (-0.69702, 2.41706, 2.42382)  -1.196
C (-1.92209, 2.90521, 2.12451)  -0.450
N (-2.13447, 2.71171, 0.77986)  0.746
C (-1.04579, 2.07578, 0.27857)  0.297
S (-0.78827, 1.44078, -1.32763)  -0.418
C (-3.35856, 3.33964, 0.12922)  0.814
C (-4.59553, 2.68557, 0.73915)  -1.227
C (-3.31284, 4.83335, 0.46287)  -1.592
C (-3.37982, 3.19045, -1.38434)  -1.851
C (0.78805, -1.07830, 2.07132)  0.388
S (-0.86899, -1.14747, 1.51295)  -0.296
H (0.50704, -5.19436, 1.62772)  0.512
H (1.64617, -4.10713, 0.83183)  0.357
H (-0.06679, -3.68196, 0.95383)  0.221
H (1.89075, -5.29439, 3.65064)  0.464
H (2.45049, -3.85376, 4.48454)  0.514
H (3.09900, -4.27720, 2.87765)  0.501
H (-0.34609, -4.55858, 4.07127)  0.481
H (-1.05921, -3.16417, 3.28489)  0.273
H (0.03544, -2.94334, 4.66428)  0.405
H (3.50438, -2.17027, 3.38720)  0.597
H (3.53691, 0.46080, 2.63759)  0.636
H (1.91168, 2.20791, 2.04208)  -0.168
H (2.82662, 3.46770, 0.21680)  0.644
H (3.90817, 2.99176, -2.24035)  0.590
H (3.47788, -1.62003, -2.59979)  0.331
H (4.93094, -0.62893, -2.35949)  0.397
H (4.50974, -1.21682, -3.96640)  0.488
H (1.38627, -0.53742, -3.65998)  0.209
H (2.33931, -0.21834, -5.10409)  0.502
H (1.50994, 1.11855, -4.30414)  0.376
H (5.13604, 1.61879, -3.55446)  0.487
H (3.69874, 2.34083, -4.32413)  0.493
H (4.47344, 0.93057, -5.02747)  0.464
H (-0.15977, 2.42237, 3.35619)  0.677
H (-2.63232, 3.40839, 2.75348)  0.616
H (-4.63450, 2.79960, 1.82179)  0.393
H (-4.64708, 1.62169, 0.49902)  0.213
H (-5.48586, 3.15724, 0.32535)  0.453
H (-3.38891, 5.02941, 1.53086)  0.432
H (-4.15771, 5.32410, -0.01809)  0.464
H (-2.39634, 5.28753, 0.08529)  0.384
H (-3.50165, 2.16072, -1.71114)  0.242
H (-2.49270, 3.61007, -1.85635)  0.511
H (-4.24095, 3.75288, -1.74389)  0.540
N (-2.98706, -0.63614, -0.52168)  -0.157
C (-3.81473, -1.86484, -0.59635)  -0.733
C (-3.38338, -2.68675, -1.80221)  -0.713
C (-2.01506, -3.27719, -1.57085)  0.512
O (-1.79150, -4.43455, -1.41011)  -0.467
O (-0.94757, -2.40585, -1.52810)  -0.662
H (-3.25127, -0.08585, 0.29213)  0.157
H (-3.20868, -0.04874, -1.32358)  0.247
H (-4.86982, -1.60027, -0.67326)  0.413
H (-3.67685, -2.43045, 0.32605)  0.507
H (-3.37899, -2.06753, -2.70349)  0.340
H (-4.06852, -3.51593, -1.96157)  0.373

---

No. 2
Computed, not measured: a cluster of 3 separate species, C24H40F17N8O2P2 in total in a non-equilibrium geometry, with wB97M-V/def2-TZVPD.

As for the electronic energy: -106314.365 eV. The calculation puts the HOMO energy at -9.035 eV. Its charge is +1. Its orbital gap is 3.49 eV. The value obtained for the energy above the lowest of the compared OMol25 structures with the same formula, charge and spin is 0.0 kcal/mol.

Each line ends with the Mulliken charge.
Positions of all 93 atoms, in Å:
F (-0.72468, -9.56251, -0.98167)  -0.258
C (-1.46564, -9.42294, -2.09468)  0.539
F (-2.33002, -10.41036, -2.09999)  -0.215
F (-0.62969, -9.46474, -3.11980)  -0.223
C (-2.15991, -8.02361, -1.94923)  0.688
F (-3.11195, -8.19825, -1.02180)  -0.285
F (-1.21936, -7.16354, -1.53353)  -0.246
C (-2.88085, -7.55528, -3.23158)  0.569
F (-2.05436, -7.49882, -4.28683)  -0.265
F (-3.74941, -8.54457, -3.52318)  -0.280
C (-3.73351, -6.23382, -3.14962)  0.607
F (-4.96636, -6.57650, -2.75711)  -0.280
F (-3.85678, -5.74232, -4.39073)  -0.276
C (-3.28325, -5.08483, -2.20931)  0.725
F (-4.26128, -4.15733, -2.29192)  -0.301
F (-3.24297, -5.42705, -0.91986)  -0.258
C (-1.98754, -4.31429, -2.66802)  0.335
F (-2.38037, -3.42761, -3.58715)  -0.281
F (-1.09301, -5.12711, -3.28478)  -0.279
C (-1.25034, -3.60726, -1.51676)  0.879
F (-2.09806, -2.86810, -0.80331)  -0.268
F (-0.70341, -4.50390, -0.66472)  -0.274
C (-0.06850, -2.67784, -1.95304)  0.863
F (0.26069, -1.98225, -0.83502)  -0.288
F (-0.39658, -1.79631, -2.88596)  -0.196
C (1.18998, -3.45099, -2.32155)  0.063
C (1.52689, -3.75471, -3.63381)  -0.354
C (2.66263, -4.50146, -3.84704)  -0.573
C (3.40459, -4.89524, -2.72251)  -0.307
N (3.09083, -4.57223, -1.48796)  -1.169
N (1.98867, -3.87543, -1.35660)  0.735
H (0.92296, -3.42469, -4.46686)  0.582
H (2.97129, -4.80549, -4.83593)  0.464
H (4.29520, -5.49188, -2.85875)  0.508
H (1.72316, -3.63943, -0.40088)  0.311
O (2.25539, 1.91221, -3.52726)  -0.875
P (0.91487, 2.27030, -2.93482)  0.591
N (0.76726, 3.92695, -3.37115)  0.255
C (1.20018, 5.09632, -2.63105)  -1.139
C (0.67178, 4.17964, -4.80547)  -1.169
N (1.28181, 1.93885, -1.26152)  0.311
C (1.70826, 2.95957, -0.31278)  -1.004
C (2.12317, 0.76129, -1.09864)  -0.923
N (-0.81835, 2.08176, -2.61247)  0.211
C (-1.55276, 1.32318, -3.62888)  -0.981
C (-1.62881, 3.13678, -2.06380)  -0.792
H (0.54551, 5.93957, -2.87219)  0.382
H (2.23371, 5.38349, -2.86357)  0.344
H (1.12299, 4.96882, -1.55619)  0.373
H (-0.36757, 4.37086, -5.10125)  0.266
H (1.03439, 3.33110, -5.39045)  0.375
H (1.27173, 5.04155, -5.09829)  0.400
H (2.56465, 3.53816, -0.68245)  0.400
H (2.00660, 2.51125, 0.63582)  0.311
H (0.89063, 3.63237, -0.05291)  0.188
H (3.18608, 0.97839, -1.26296)  0.382
H (1.82807, -0.02227, -1.80194)  0.103
H (1.99668, 0.35093, -0.09276)  0.309
H (-1.77306, 1.92377, -4.52295)  0.306
H (-2.49704, 0.94699, -3.22752)  0.342
H (-0.96844, 0.45451, -3.94831)  0.245
H (-1.93162, 3.87950, -2.81376)  0.262
H (-1.13626, 3.65555, -1.24358)  0.177
H (-2.53297, 2.68694, -1.64546)  0.361
O (1.52311, 4.43158, 3.51181)  -0.783
P (1.33380, 4.02395, 4.96803)  0.780
N (0.33181, 2.64646, 4.58452)  0.376
C (-1.08663, 2.62092, 4.30436)  -1.177
C (1.03130, 1.51626, 3.99331)  -1.443
N (0.55183, 5.50772, 5.45073)  0.123
C (-0.87296, 5.74144, 5.30899)  -1.013
C (1.27795, 6.69570, 4.99729)  -1.030
N (1.21504, 3.48667, 6.69500)  0.049
C (2.44071, 2.89127, 7.22928)  -0.978
C (0.05434, 2.84906, 7.25884)  -0.829
H (-1.50032, 1.65420, 4.61404)  0.392
H (-1.31091, 2.76708, 3.23808)  0.276
H (-1.64125, 3.36622, 4.86567)  0.391
H (1.21246, 0.73083, 4.74096)  0.253
H (1.99867, 1.81181, 3.58003)  0.411
H (0.45932, 1.07773, 3.17266)  0.478
H (-1.23089, 5.55297, 4.28588)  0.312
H (-1.10406, 6.77912, 5.55193)  0.388
H (-1.45712, 5.14996, 6.01618)  0.245
H (1.06042, 6.94796, 3.95204)  0.302
H (2.35493, 6.55043, 5.08935)  0.341
H (1.01717, 7.54563, 5.63033)  0.363
H (2.57560, 1.84964, 6.90302)  0.308
H (2.43958, 2.91182, 8.32135)  0.336
H (3.31315, 3.46155, 6.89527)  0.343
H (-0.01178, 1.77809, 7.02043)  0.241
H (-0.87279, 3.32699, 6.95476)  0.191
H (0.11164, 2.95137, 8.34594)  0.353

---

No. 3
Computed, not measured: a cluster of 7 separate species, C24H40F5O18 in total in a non-equilibrium geometry, with wB97M-V/def2-TZVPD.

As for the electronic energy: -75968.723 eV. The calculation puts the HOMO energy at -7.224 eV. Its charge is -1. Its orbital gap is 9.54 eV. The value obtained for the energy above the lowest of the compared OMol25 structures with the same formula, charge and spin is 49.1 kcal/mol.

Each line ends with the Mulliken charge.
Positions of all 87 atoms, in Å:
F (0.07215, -0.04779, 1.86748)  -0.690
C (-0.39196, 2.57755, 3.54871)  -0.291
C (-0.50062, 1.63807, 4.77921)  1.085
O (-1.78019, 1.87812, 5.31662)  -0.432
C (-2.34234, 2.90617, 4.73227)  0.626
O (-3.32823, 3.41747, 5.13701)  -0.569
O (-1.61100, 3.29520, 3.63049)  -0.359
F (0.44930, 1.73392, 5.66250)  -0.340
H (-0.21767, 2.11292, 2.79849)  0.018
H (0.47550, 3.24523, 3.79812)  0.254
H (-0.81284, 0.57438, 4.46274)  -0.230
C (1.14481, -3.00519, 3.73850)  0.172
C (-0.07434, -2.64834, 4.63448)  0.959
O (0.45933, -1.81850, 5.62050)  -0.348
C (1.72237, -1.60961, 5.42083)  0.726
O (2.50114, -0.88824, 6.21049)  -0.691
O (2.20125, -2.24079, 4.41844)  -0.316
F (-0.45409, -3.70321, 5.35867)  -0.339
H (1.11159, -2.54191, 2.83345)  -0.384
H (1.30799, -4.05114, 3.54212)  0.310
H (-0.90395, -2.13616, 3.95024)  -0.035
C (-3.13812, -0.20442, 2.01009)  0.342
C (-2.92389, 1.04743, 1.02758)  0.975
O (-4.14030, 1.82172, 1.18283)  -0.392
C (-4.70218, 1.37742, 2.39096)  0.561
O (-5.74564, 1.88671, 2.74268)  -0.588
O (-4.15191, 0.26888, 2.85357)  -0.349
F (-2.74428, 0.64684, -0.21629)  -0.323
H (-2.17775, -0.32039, 2.45629)  -0.236
H (-3.15862, -1.13392, 1.41101)  0.155
H (-2.14840, 1.55373, 1.19519)  -0.329
C (3.39354, -0.33046, 1.61857)  -0.023
C (2.93402, 0.75663, 0.73673)  1.386
O (3.66843, 0.42834, -0.58374)  -0.394
C (4.45718, -0.64966, -0.37703)  0.670
O (5.01292, -1.18729, -1.31010)  -0.586
O (4.40618, -1.05158, 0.92664)  -0.405
F (3.17793, 2.07248, 1.21554)  -0.323
H (2.53206, -0.98253, 1.80017)  -0.401
H (3.71897, -0.06357, 2.58075)  0.375
H (1.79282, 0.54197, 0.50974)  -0.482
C (-1.29695, 5.07529, -6.34981)  -0.778
O (-1.38978, 3.92100, -5.36141)  -0.340
C (-0.12804, 3.25400, -5.29426)  -0.939
C (-0.27898, 2.24138, -4.20403)  -0.641
O (-0.34800, 2.78287, -3.09073)  -0.207
C (-0.22851, 2.00482, -1.93177)  0.200
C (0.00908, 2.89149, -0.64743)  0.243
O (-1.09002, 3.79023, -0.52283)  -0.321
C (-0.93359, 4.67326, 0.57758)  -0.641
H (-0.90134, 5.98239, -6.07370)  0.349
H (-2.37421, 5.50144, -6.56350)  0.219
H (-0.93579, 4.63454, -7.29028)  0.290
H (0.70168, 3.89698, -5.14989)  0.403
H (0.04987, 2.95726, -6.24296)  0.639
H (0.42232, 1.50513, -4.38241)  0.579
H (-1.08009, 1.45762, -4.42341)  0.296
H (0.63282, 1.21861, -2.03724)  0.099
H (-1.09210, 1.22836, -1.74883)  -0.204
H (1.03033, 3.32554, -0.89631)  0.365
H (0.16200, 2.32065, 0.19924)  -0.267
H (-1.66967, 5.50735, 0.82534)  0.245
H (0.10526, 5.05622, 0.57153)  0.458
H (-0.75283, 4.10332, 1.50725)  0.162
C (-3.01378, -1.75216, -2.50190)  -0.393
O (-1.63787, -2.14535, -2.47609)  -0.348
C (-0.92911, -2.16431, -1.10632)  -0.316
C (0.54948, -2.27512, -1.26727)  -0.369
O (0.81599, -3.54859, -1.53954)  -0.315
C (2.20939, -3.88896, -1.42194)  0.247
C (2.55718, -4.94970, -2.40090)  -0.951
O (1.69154, -6.05011, -2.38388)  -0.277
C (2.20041, -7.10971, -3.22670)  -0.749
H (-3.48858, -2.14463, -1.54064)  0.255
H (-3.43697, -1.95778, -3.56383)  0.260
H (-3.17489, -0.53230, -2.18713)  0.020
H (-1.55954, -2.60401, -0.27531)  0.262
H (-0.92741, -1.14001, -0.83278)  0.015
H (0.88408, -1.88891, -0.26005)  -0.071
H (0.83459, -1.69692, -2.00854)  0.896
H (2.44392, -4.26133, -0.26752)  0.057
H (2.74012, -2.97043, -1.72549)  0.119
H (3.69327, -4.99705, -2.33592)  0.412
H (2.65327, -4.36856, -3.26517)  0.421
H (3.19407, -7.29018, -2.94891)  0.363
H (2.43205, -6.76184, -4.38667)  0.238
H (1.56416, -7.99828, -3.18015)  0.254